Molecular formula: C31H45O3Pr
Method: DFT, ωB97M-V with the def2-TZVPD basis set

Atoms and positions in Å:
O  0.633  0.311  -6.203
C  0.469  1.569  -6.991
C  0.387  0.890  -8.339
H  1.334  2.249  -6.926
H  -0.469  2.065  -6.706
C  0.509  -0.399  -7.460
H  1.270  1.036  -8.972
H  -0.562  1.042  -8.877
C  1.752  -1.194  -7.784
H  2.630  -0.591  -7.554
H  1.732  -1.481  -8.848
H  1.776  -2.091  -7.158
C  -0.730  -1.256  -7.592
H  -1.643  -0.712  -7.321
H  -0.634  -2.173  -7.001
H  -0.816  -1.550  -8.647
Pr  0.138  0.033  -0.166
C  -2.277  -0.733  0.878
C  -2.256  0.669  1.155
C  -2.348  1.371  -0.076
H  -2.305  1.127  2.140
C  -2.485  0.411  -1.115
C  -2.430  -0.884  -0.533
H  -2.580  -1.830  -1.057
H  -2.286  -1.548  1.608
H  -2.382  2.451  -0.188
H  -2.769  0.619  -2.145
C  1.649  -1.974  1.094
C  0.609  -2.636  0.381
C  0.834  -2.435  -1.017
H  -0.176  -3.256  0.816
C  2.000  -1.619  -1.165
C  2.496  -1.343  0.142
H  3.397  -0.784  0.374
H  1.857  -2.056  2.163
H  0.273  -2.920  -1.817
H  2.477  -1.307  -2.095
O  0.948  1.186  -2.422
C  0.095  0.341  -3.312
C  -0.914  1.293  -3.929
H  -0.386  -0.519  -2.812
H  0.751  -0.099  -4.079
C  0.009  2.485  -4.181
H  -1.681  1.645  -3.229
H  -1.387  0.867  -4.823
C  0.835  2.580  -2.905
H  -0.481  3.411  -4.503
H  0.686  2.170  -4.996
H  0.357  3.236  -2.140
H  1.871  2.897  -3.087
C  1.728  3.126  0.903
C  1.781  3.462  2.400
C  0.947  4.728  2.630
C  1.419  2.387  3.421
C  1.668  2.696  4.752
C  1.319  1.831  5.779
C  0.643  0.647  5.483
C  0.374  0.296  4.161
C  -0.406  -0.985  3.877
C  0.247  -2.193  4.553
C  -1.846  -0.862  4.373
C  0.806  1.144  3.104
O  0.626  0.774  1.866
H  0.684  3.053  0.550
H  2.295  2.212  0.670
H  2.194  3.958  0.353
H  2.825  3.733  2.634
H  -0.117  4.513  2.449
H  1.054  5.112  3.653
H  1.260  5.516  1.932
H  2.137  3.649  5.000
H  1.551  2.072  6.816
H  0.322  -0.024  6.296
H  -0.416  -1.136  2.792
H  0.149  -2.123  5.648
H  -0.237  -3.124  4.224
H  1.317  -2.249  4.311
H  -2.362  -0.012  3.908
H  -2.407  -1.781  4.146
H  -1.850  -0.712  5.464

Values from the calculation:
HOMO (alpha / beta) in Ha: -0.2542 / -0.2544
Net charge: 0
Spin multiplicity: 3
Lowest unoccupied orbital energy (alpha / beta) in eV: 0.24 / 0.24
Energy above the lowest of the compared OMol25 structures with the same formula, charge and spin in kcal/mol: 0.00
Electronic energy in Ha: -1950.9592

Charges per atom according to Mulliken partitioning, unit e: O -0.184; C -0.671; C -0.733; H 0.272; H 0.309; C 1.409; H 0.324; H 0.301; C -1.719; H 0.389; H 0.384; H 0.395; C -1.744; H 0.365; H 0.397; H 0.404; Pr 0.368; C -0.036; C -0.059; C -1.471; H 0.329; C -0.204; C -1.073; H 0.477; H 0.603; H 0.479; H 0.929; C -0.050; C -0.633; C -0.413; H 0.450; C -0.473; C -0.908; H 0.509; H 0.454; H 0.583; H 0.496; O -0.409; C -0.258; C -0.636; H 0.277; H 0.493; C -0.200; H 0.444; H 0.219; C -0.679; H 0.419; H -0.085; H 0.178; H 0.331; C -1.388; C 0.531; C -1.407; C 0.403; C -0.786; C -1.469; C -0.211; C 0.411; C 2.708; C -1.894; C -1.599; C -0.367; O 0.631; H 0.033; H 0.187; H 0.636; H 0.413; H 0.266; H 0.444; H 0.392; H 0.415; H 0.351; H 0.268; H -1.628; H 0.433; H 0.391; H 0.378; H 0.257; H 0.430; H 0.420


Molecular formula: C21H44GaN5S2Si4Te
Method: DFT, ωB97M-V with the def2-TZVPD basis set

Atoms and positions in Å:
Ga  -0.771  -1.104  2.339
C  -0.798  3.363  3.810
N  0.291  2.411  4.037
C  1.629  2.738  4.108
C  2.319  1.591  4.218
N  1.390  0.557  4.209
C  0.145  1.082  4.100
S  -1.412  0.343  4.055
C  1.691  -0.797  4.499
C  2.733  -1.076  5.364
C  2.952  -2.393  5.722
C  2.100  -3.364  5.229
C  1.109  -2.989  4.345
N  0.912  -1.722  3.940
H  -0.391  4.366  3.893
H  -1.576  3.225  4.555
H  -1.209  3.202  2.814
H  1.968  3.758  4.068
H  3.377  1.411  4.253
H  3.339  -0.281  5.773
H  3.758  -2.648  6.397
H  2.196  -4.401  5.516
H  0.450  -3.734  3.930
C  -2.654  -3.526  -1.770
N  -1.749  -3.268  -0.646
C  -1.892  -3.577  0.621
S  -0.513  -3.309  1.703
N  -2.973  -4.100  1.179
C  -4.241  -4.547  0.582
H  -2.235  -3.028  -2.634
H  -3.640  -3.114  -1.589
H  -2.719  -4.592  -1.979
H  -0.858  -2.851  -0.879
H  -2.835  -4.348  2.145
H  -4.821  -3.704  0.216
H  -4.807  -5.030  1.372
H  -4.076  -5.270  -0.211
C  -1.611  2.282  -4.328
Si  -1.997  1.188  -2.856
C  -2.823  -0.377  -3.477
C  -3.110  2.069  -1.641
Si  0.142  0.878  -1.893
Te  -0.227  0.679  0.683
Si  1.694  -0.744  -2.603
C  2.009  -0.283  -4.391
C  3.251  -0.572  -1.580
C  1.094  -2.524  -2.543
Si  1.188  3.001  -1.567
C  2.590  2.922  -0.327
C  -0.105  4.219  -0.970
C  1.858  3.518  -3.236
H  -2.518  2.462  -4.911
H  -0.878  1.824  -4.998
H  -1.222  3.253  -4.016
H  -3.489  -0.100  -4.299
H  -3.438  -0.843  -2.707
H  -2.118  -1.112  -3.870
H  -4.133  2.091  -2.028
H  -2.790  3.098  -1.478
H  -3.126  1.568  -0.671
H  2.342  0.752  -4.488
H  1.109  -0.404  -4.999
H  2.784  -0.921  -4.824
H  3.800  0.328  -1.864
H  3.909  -1.427  -1.749
H  3.033  -0.516  -0.511
H  0.142  -2.669  -3.060
H  1.031  -2.920  -1.525
H  1.834  -3.139  -3.063
H  2.231  2.700  0.680
H  3.077  3.901  -0.304
H  3.344  2.178  -0.588
H  -0.634  3.855  -0.085
H  -0.846  4.434  -1.742
H  0.382  5.162  -0.708
H  2.697  2.887  -3.538
H  2.229  4.546  -3.182
H  1.105  3.481  -4.024

Values from the calculation:
HOMO in Ha: -0.4652
Net charge: +2
Lowest unoccupied orbital energy in eV: -5.98
Energy above the lowest of the compared OMol25 structures with the same formula, charge and spin in kcal/mol: 0.00
Electronic energy in Ha: -5247.2122

Charges per atom according to Mulliken partitioning, unit e: Ga 0.497; C -0.885; N 0.230; C -0.515; C -0.504; N 0.449; C -0.168; S -0.322; C 0.600; C -0.648; C -0.611; C -0.865; C -0.109; N -0.024; H 0.336; H 0.387; H 0.341; H 0.497; H 0.530; H 0.474; H 0.455; H 0.426; H 0.516; C -0.887; N 0.371; C 0.684; S -0.482; N -0.151; C -0.978; H 0.097; H 0.413; H 0.355; H -0.270; H 0.293; H 0.345; H 0.356; H 0.331; C -1.090; Si 0.580; C -1.054; C -1.065; Si 0.247; Te -0.583; Si 0.695; C -1.079; C -1.121; C -1.033; Si 0.068; C -0.569; C -0.807; C -1.060; H 0.464; H 0.328; H 0.242; H 0.459; H 0.171; H 0.319; H 0.391; H 0.296; H 0.295; H 0.266; H 0.306; H 0.412; H 0.287; H 0.427; H 0.284; H 0.195; H 0.330; H 0.418; H -0.061; H 0.401; H 0.238; H 0.146; H 0.276; H 0.395; H 0.291; H 0.408; H 0.326


Molecular formula: C3H35O15
Method: DFT, ωB97M-V with the def2-TZVPD basis set

Atoms and positions in Å:
C  -1.399  -0.748  0.574
C  -0.158  -0.310  -0.163
C  -0.337  -0.585  -1.667
O  -0.087  1.071  0.013
H  -1.664  -1.785  0.322
H  -2.328  -0.272  0.427
H  -1.302  -0.702  1.646
H  0.821  -0.629  0.077
H  0.465  -0.140  -2.258
H  -1.275  -0.115  -1.891
H  -0.307  -1.697  -1.829
O  2.497  -2.055  1.624
H  3.400  -2.214  1.847
H  1.960  -1.803  2.326
O  0.858  0.764  2.684
H  0.971  1.563  3.181
H  0.733  0.956  1.771
O  2.005  -3.296  -0.817
H  2.688  -4.006  -0.895
H  2.001  -2.804  -0.029
O  0.480  3.079  -1.422
H  0.231  2.232  -0.860
H  1.419  3.083  -1.673
O  0.473  -1.688  3.656
H  0.494  -0.677  3.520
H  1.096  -1.821  4.364
O  2.829  0.426  -3.023
H  2.083  -0.116  -2.795
H  2.530  1.121  -3.601
O  2.300  -2.635  -3.271
H  1.842  -2.999  -2.491
H  1.764  -1.874  -3.571
O  -2.320  -1.315  4.252
H  -2.811  -0.651  3.696
H  -1.396  -1.437  3.937
O  -3.051  0.987  3.361
H  -2.508  1.479  2.696
H  -3.704  1.573  3.693
O  -2.304  2.116  -2.325
H  -1.894  2.704  -1.764
H  -1.767  1.417  -2.203
O  1.248  -0.850  -4.940
H  0.447  -0.410  -5.116
H  1.917  -0.501  -5.512
O  -1.726  2.468  1.307
H  -1.129  1.841  0.880
H  -1.152  2.970  1.858
O  2.933  0.555  0.481
H  2.761  -0.345  0.711
H  2.093  0.886  0.101
O  -4.387  2.723  -0.149
H  -4.054  1.958  0.345
H  -4.279  2.523  -1.102

Values from the calculation:
HOMO in Ha: -0.2144
Net charge: -1
Lowest unoccupied orbital energy in eV: 2.46
Energy above the lowest of the compared OMol25 structures with the same formula, charge and spin in kcal/mol: 37.05
Electronic energy in Ha: -1263.9228

Charges per atom according to Mulliken partitioning, unit e: C -1.617; C 3.174; C -1.912; O -0.375; H 0.464; H 0.290; H -0.092; H -1.439; H 0.406; H 0.528; H 0.357; O -0.650; H 0.266; H 0.393; O -0.564; H 0.171; H 0.319; O -0.645; H 0.256; H 0.338; O -0.804; H 0.235; H 0.257; O -0.810; H 0.404; H 0.292; O -0.620; H 0.187; H 0.340; O -0.667; H 0.460; H 0.299; O -0.715; H 0.392; H 0.354; O -0.632; H 0.446; H 0.248; O -0.722; H 0.319; H 0.259; O -0.594; H 0.285; H 0.271; O -0.758; H 0.420; H 0.217; O -0.715; H 0.357; H 0.349; O -0.652; H 0.318; H 0.312


Molecular formula: C3H7NO
Method: DFT, ωB97M-V with the def2-TZVPD basis set

Atoms and positions in Å:
O  1.769  -0.672  -0.377
C  1.377  0.351  0.350
C  -0.162  0.563  0.082
C  -0.964  -0.649  0.515
N  -0.447  0.847  -1.322
H  1.556  0.179  1.453
H  1.879  1.323  0.141
H  -1.972  -0.645  0.142
H  -0.459  -1.563  0.227
H  -0.890  -0.695  1.613
H  -1.384  0.952  -0.915
H  -0.303  0.007  -1.909

Values from the calculation:
HOMO in Ha: -0.3281
Net charge: 0
Lowest unoccupied orbital energy in eV: -2.18
Energy above the lowest of the compared OMol25 structures with the same formula, charge and spin in kcal/mol: 143.97
Electronic energy in Ha: -248.2971

Charges per atom according to Mulliken partitioning, unit e: O -0.549; C -0.351; C 0.441; C -1.307; N -0.587; H 0.258; H 0.283; H 0.481; H 0.349; H 0.332; H 0.316; H 0.335


Molecular formula: C42H50Br71NO2PS
Method: DFT, ωB97M-V with the def2-TZVPD basis set

Atoms and positions in Å:
C  0.433  -6.027  -0.040
C  0.799  -5.228  0.760
C  1.232  -4.255  1.750
C  0.632  -2.881  1.568
C  -0.286  -2.313  2.453
C  -0.812  -2.978  3.683
O  -1.930  -2.724  4.023
O  -0.006  -3.787  4.422
C  -0.664  -5.035  4.738
S  -1.253  -5.755  3.189
C  -2.637  -6.872  3.502
C  -2.683  -7.667  2.187
C  -0.770  -1.017  2.186
P  -1.882  -0.020  3.243
C  -1.800  1.650  2.505
C  -0.423  2.294  2.711
C  -3.614  -0.568  3.056
C  -4.049  -1.065  1.648
C  -0.345  -0.396  1.049
N  0.534  -0.930  0.191
C  0.849  -0.066  -0.968
C  -0.377  0.044  -1.891
C  0.022  0.354  -3.316
Br  1.105  -1.044  -4.118
C  1.037  -2.149  0.441
Br  2.292  -2.837  -0.768
H  0.222  -6.707  -0.825
H  1.080  -4.662  2.739
H  2.308  -4.150  1.630
H  0.102  -5.673  5.155
H  -1.438  -4.911  5.488
H  -2.537  -7.493  4.384
H  -3.559  -6.303  3.570
H  -3.325  -8.535  2.236
H  -1.657  -7.921  1.933
H  -3.004  -6.960  1.436
H  -2.579  2.275  2.923
H  -1.997  1.642  1.425
H  -0.073  2.005  3.700
H  0.301  1.979  1.966
H  -0.491  3.379  2.701
H  -3.873  -1.310  3.792
H  -4.204  0.314  3.295
H  -3.265  -0.978  0.903
H  -4.398  -2.087  1.725
H  -4.907  -0.487  1.318
H  -0.712  0.584  0.806
H  1.027  0.916  -0.541
H  1.749  -0.354  -1.487
H  -1.034  -0.817  -1.810
H  -0.943  0.913  -1.559
H  -0.866  0.485  -3.918
H  0.605  1.259  -3.263
C  -6.572  -8.959  4.308
Br  -6.758  -7.131  3.739
Br  -5.833  -10.083  2.930
Br  -5.571  -9.088  5.943
H  -7.568  -9.330  4.512
C  -3.738  -8.655  -2.022
Br  -2.496  -7.386  -1.272
Br  -2.834  -9.951  -3.109
Br  -4.821  -9.467  -0.659
H  -4.399  -8.098  -2.670
C  -9.453  -10.587  2.150
Br  -9.987  -11.792  0.753
Br  -9.111  -8.823  1.459
Br  -10.704  -10.554  3.612
H  -8.516  -10.959  2.541
C  -1.439  6.667  3.229
Br  -2.530  5.129  2.822
Br  0.086  6.195  4.300
Br  -0.926  7.605  1.629
H  -2.046  7.339  3.817
C  1.398  4.496  -2.768
Br  1.988  4.184  -0.957
Br  2.485  3.549  -4.039
Br  -0.469  4.069  -2.968
H  1.512  5.552  -2.969
C  -2.336  5.798  7.823
Br  -1.497  4.113  7.421
Br  -1.055  7.111  8.391
Br  -3.374  6.442  6.334
H  -3.021  5.626  8.640
C  -2.111  -11.170  -7.323
Br  -0.516  -10.780  -8.317
Br  -1.732  -12.285  -5.798
Br  -3.018  -9.549  -6.822
H  -2.781  -11.719  -7.968
C  -10.237  -15.513  -1.422
Br  -11.957  -15.299  -0.588
Br  -10.025  -14.339  -2.930
Br  -8.801  -15.284  -0.163
H  -10.181  -16.527  -1.790
C  3.264  8.246  -3.632
Br  3.631  7.870  -1.784
Br  4.425  7.270  -4.813
Br  1.406  7.903  -4.011
H  3.443  9.299  -3.796
C  -4.066  6.668  -1.778
Br  -4.256  4.793  -2.188
Br  -4.271  6.999  0.105
Br  -2.414  7.388  -2.452
H  -4.867  7.183  -2.287
C  5.129  12.085  -2.043
Br  5.695  12.136  -0.205
Br  5.924  10.630  -3.017
Br  3.207  12.075  -2.186
H  5.471  13.002  -2.504
C  -6.434  -14.770  -5.493
Br  -7.729  -16.185  -5.333
Br  -6.932  -13.506  -6.857
Br  -6.113  -13.902  -3.805
H  -5.504  -15.222  -5.800
C  2.892  6.346  1.869
Br  4.681  6.593  1.202
Br  2.849  5.150  3.377
Br  2.045  8.026  2.265
H  2.321  5.883  1.078
C  5.769  -3.056  -2.593
Br  4.788  -4.561  -3.297
Br  7.395  -3.610  -1.730
Br  6.088  -1.725  -3.943
H  5.149  -2.598  -1.836
C  -6.584  4.074  2.627
Br  -6.582  5.726  1.646
Br  -5.804  2.640  1.596
Br  -5.717  4.260  4.333
H  -7.614  3.810  2.812
C  10.984  -4.697  -3.009
Br  11.926  -3.076  -3.441
Br  11.892  -6.250  -3.682
Br  10.650  -4.838  -1.118
H  10.021  -4.648  -3.500
C  5.200  15.318  -4.773
Br  6.717  14.135  -4.863
Br  3.667  14.572  -5.657
Br  4.800  15.812  -2.956
H  5.464  16.223  -5.299
C  2.858  18.895  -6.274
Br  1.981  18.864  -4.564
Br  4.777  18.898  -6.089
Br  2.248  17.468  -7.410
H  2.592  19.823  -6.757
C  1.811  10.235  7.664
Br  2.713  11.930  7.568
Br  0.647  9.960  6.156
Br  3.048  8.775  7.866
H  1.191  10.254  8.548
C  -0.762  -6.104  -6.268
Br  0.096  -4.382  -6.335
Br  0.273  -7.463  -7.149
Br  -1.199  -6.613  -4.458
H  -1.696  -6.017  -6.804
C  8.836  9.371  0.501
Br  7.939  7.998  -0.505
Br  10.340  8.665  1.469
Br  9.333  10.855  -0.614
H  8.133  9.745  1.232
C  8.254  -8.211  -4.969
Br  9.793  -7.943  -6.088
Br  8.694  -9.188  -3.372
Br  7.373  -6.546  -4.557
H  7.552  -8.810  -5.529
C  6.934  6.798  8.346
Br  5.445  5.823  9.082
Br  6.534  7.460  6.586
Br  7.506  8.209  9.520
H  7.756  6.105  8.251

Values from the calculation:
HOMO in Ha: -0.3892
Net charge: +1
Lowest unoccupied orbital energy in eV: -3.87
Electronic energy in Ha: -185329.5683

Here are the Mulliken charges for atoms 1 to 99, given in e: C 0.463; C -0.711; C -2.245; C 0.593; C 0.501; C 0.169; O -0.482; O -0.429; C -0.557; S 0.100; C -0.381; C -0.881; C 0.467; P -0.264; C -0.568; C -0.114; C -0.568; C -0.921; C -1.002; N 0.187; C -1.571; C -0.267; C -0.379; Br -0.154; C 0.946; Br -0.195; H 0.824; H 0.661; H 0.500; H 0.400; H 0.388; H 0.429; H 0.202; H 0.146; H 0.415; H 0.192; H 0.348; H 0.534; H 0.379; H 0.120; H -0.308; H 0.521; H 0.502; H 0.092; H 0.311; H 0.270; H 0.224; H 0.238; H 0.701; H 0.438; H 0.283; H 0.485; H -0.146; C -0.266; Br -0.013; Br -0.006; Br -0.030; H 0.289; C -0.372; Br -0.057; Br 0.072; Br -0.002; H 0.394; C -0.077; Br 0.018; Br 0.019; Br -0.014; H 0.051; C -0.410; Br 0.300; Br 0.113; Br -0.006; H 0.328; C 0.644; Br 0.121; Br -0.007; Br 0.069; H -0.704; C -0.403; Br -0.027; Br 0.022; Br -0.035; H 0.376; C -0.253; Br -0.028; Br -0.057; Br -0.039; H 0.315; C -0.342; Br -0.016; Br -0.002; Br -0.018; H 0.356; C -0.344; Br 0.321; Br -0.004; Br -0.098; H 0.220; C -0.329


How do the records compare in max |F|? In the order shown, they have 2.22, 1.09, 5.05, 7.32, 2.10 eV/A.